[1]
This record from the Open Molecules 2025 dataset describes a molecular structure, C6H9NO in a non-equilibrium geometry. The level of theory is ωB97M-V with the def2-TZVPD basis set.

Energy above the lowest of the compared OMol25 structures with the same formula, charge and spin = 1019.9 kJ/mol
Gap between HOMO and LUMO = 8.76 eV
Calculated total energy = -9895.0333 eV
HOMO level = -9.12 eV

Last column: natural (NBO) charge in e.
Geometry (Å):
C1 -1.47628 -1.77534 0.50173  0.350
C2 -0.29027 -0.89944 0.39846  -0.341
C3 0.01877 -0.26742 -1.18840  -0.433
C4 0.86241 1.06243 -1.25640  -0.402
C5 1.05205 1.03104 0.48340  -0.071
C6 -0.22195 0.58813 0.86505  -0.130
H1 -1.59827 -2.88861 0.34721  0.194
H2 0.75995 -1.10653 0.99704  0.241
H3 -1.23620 0.27481 -1.48133  0.239
H4 0.25429 -1.30382 -2.06156  0.250
H5 1.86528 0.79912 -1.94946  0.233
H6 0.34614 1.97799 -1.40140  0.223
H7 1.82830 0.04236 0.36342  0.152
H8 0.96192 0.92165 2.64536  0.369
H9 -1.05513 1.10835 0.27667  0.216
N1 0.53471 1.39439 1.89493  -0.561
O1 -2.60573 -0.95912 0.56527  -0.530


[2]
This record from the Open Molecules 2025 dataset describes a molecular structure, C4H7MnO2 in a non-equilibrium geometry. The level of theory is ωB97M-V with the def2-TZVPD basis set.

Energy above the lowest of the compared OMol25 structures with the same formula, charge and spin = 42.8 kJ/mol
Gap between HOMO and LUMO (alpha / beta) = 6.44 / 8.68 eV
Multiplicity = 7
Calculated total energy = -39672.6061 eV
HOMO level (alpha / beta) = -5.77 / -8.82 eV
Expectation value of S² = 12.002

Last column: natural (NBO) charge in e.
Geometry (Å):
O1 1.14524 -0.57198 -1.92152  -0.543
C1 -0.03186 -0.39226 -2.14617  0.422
C2 -1.09069 -0.26587 -1.08555  -0.171
O2 -0.65514 -0.57033 0.19742  -0.557
C3 -0.04512 0.53034 0.93531  -0.101
C4 0.93703 0.06185 1.96698  -1.141
Mn1 2.22789 -1.14233 0.85407  0.788
H1 -0.38962 -0.24626 -3.18758  0.115
H2 -1.90626 -0.95334 -1.37223  0.215
H3 -1.50589 0.75887 -1.15097  0.198
H4 -0.84403 1.03821 1.49637  0.162
H5 0.22065 1.30162 0.19377  0.168
H6 1.47124 0.92054 2.40981  0.223
H7 0.46655 -0.46904 2.81028  0.220


[3]
This record from the Open Molecules 2025 dataset describes 2 unconnected molecules or ions with the total composition C6H10FN3O in a non-equilibrium geometry. The level of theory is ωB97M-V with the def2-TZVPD basis set.

Energy above the lowest of the compared OMol25 structures with the same formula, charge and spin = 156.7 kJ/mol
Charge = +2
Gap between HOMO and LUMO = 7.92 eV
Calculated total energy = -15597.7112 eV
HOMO level = -20.19 eV

Last column: natural (NBO) charge in e.
Geometry (Å):
C1 -1.10883 -0.32623 -0.13447  0.571
C2 -3.50252 0.07147 -0.64935  0.980
C3 -0.62382 -1.75994 -0.15671  -0.447
C4 0.75222 -1.58407 0.60369  -0.408
C5 1.16583 -0.12776 0.33491  0.462
C6 2.26684 0.20678 -0.57649  -0.670
N1 -0.25265 2.40929 0.21097  -0.557
N2 -0.09487 0.44435 -0.02486  -0.105
N3 -2.30475 0.09566 -0.45903  -0.599
O1 -4.63138 0.18283 -0.60299  -0.280
F1 1.42801 0.32533 1.67562  -0.346
H1 0.50847 2.38340 0.90283  0.473
H2 -1.32459 -2.38340 0.34971  0.288
H3 -0.62716 -2.19933 -1.18201  0.305
H4 0.47280 -1.74164 1.64678  0.282
H5 1.49874 -2.33759 0.27464  0.291
H6 2.48181 1.34018 -0.36408  0.241
H7 2.08036 -0.03472 -1.61493  0.271
H8 3.14274 -0.33300 -0.18545  0.293
H9 -1.19778 2.47483 0.65554  0.469
H10 -0.12947 2.89358 -0.70429  0.484


[4]
This record from the Open Molecules 2025 dataset describes a molecular structure, C19H21AgCl2N5S2 in a non-equilibrium geometry. The level of theory is ωB97M-V with the def2-TZVPD basis set.

Energy above the lowest of the compared OMol25 structures with the same formula, charge and spin = 108.8 kJ/mol
Charge = -1
Gap between HOMO and LUMO = 6.61 eV
Calculated total energy = -78211.0248 eV
HOMO level = -3.85 eV

Last column: natural (NBO) charge in e.
Geometry (Å):
Ag1 0.60531 0.18828 -0.03909  0.781
C1 4.28912 0.59874 2.44778  -0.682
C2 3.32965 0.14854 1.38009  0.175
N1 2.67635 0.97829 0.63137  -0.258
N2 2.88981 2.29882 0.76919  -0.491
C3 2.22275 3.07866 -0.04649  0.284
N3 2.59691 4.39749 -0.01908  -0.814
S1 1.02205 2.68043 -1.17400  -0.485
C4 3.16514 -1.25790 1.05198  0.159
C5 3.56134 -2.29700 1.90439  -0.251
C6 3.41210 -3.60705 1.49182  -0.169
C7 2.89808 -3.86456 0.22906  -0.265
C8 2.49545 -2.77671 -0.53209  0.074
N4 2.60253 -1.52120 -0.14203  -0.423
H1 4.18643 1.67838 2.53860  0.253
H2 4.07580 0.13314 3.40848  0.208
H3 5.30980 0.35141 2.15280  0.212
H4 3.16529 4.68008 0.76269  0.377
H5 1.92149 5.05378 -0.37550  0.388
H6 3.94374 -2.07982 2.89070  0.208
H7 3.68483 -4.42326 2.14669  0.204
H8 2.78053 -4.87577 -0.13620  0.212
H9 2.06449 -2.92861 -1.51646  0.191
Cl1 -1.24777 -0.44851 -1.87529  -0.002
C9 -1.71462 -2.09104 -1.62120  -0.132
C10 -2.48776 -2.67349 -2.60625  -0.218
C11 -2.89429 -3.99279 -2.49403  -0.272
C12 -2.47688 -4.72903 -1.39532  -0.228
C13 -1.70290 -4.13799 -0.42280  -0.114
Cl2 -1.18106 -5.12160 0.89729  -0.011
C14 -1.30071 -2.78269 -0.46184  -0.101
S2 -0.41258 -2.10928 0.82849  -0.415
H10 -2.76936 -2.07906 -3.46317  0.211
H11 -3.52623 -4.44524 -3.24492  0.202
H12 -2.74783 -5.76914 -1.29849  0.212
C15 -2.43464 2.99790 -1.55862  -0.605
C16 -2.83199 2.78737 -0.09302  -0.176
C17 -4.20900 2.12080 -0.00736  -0.581
C18 -2.84261 4.13904 0.63288  -0.580
C19 -1.85650 1.94236 0.57036  0.354
N5 -1.06208 1.30404 1.10808  -0.385
H13 -3.01676 3.81547 -1.97937  0.198
H14 -2.62112 2.09762 -2.13697  0.219
H15 -1.37491 3.22959 -1.64162  0.260
H16 -4.94618 2.75140 -0.50213  0.202
H17 -4.50757 1.97643 1.02945  0.211
H18 -4.18921 1.15385 -0.50557  0.227
H19 -3.50897 4.82628 0.11711  0.201
H20 -1.84543 4.57224 0.64181  0.228
H21 -3.19002 4.03126 1.65778  0.208